Run 1
A 2-piece molecular cluster, C5H10N overall. Source: the OMol25 dataset; level of theory: wB97M-V/def2-TZVPD.

- Kohn-Sham gap (eV) = 11.30
- total charge = +1
- HOMO energy (hartree) = -0.535
- LUMO energy (eV) = -3.27

Each line ends with the natural charge from an NBO analysis.
Element x y z (Å)
C 0.77 0.36 -1.77  -0.370
C 1.15 1.27 -1.02  0.162
C -1.31 -2.55 1.03  -0.349
C -0.51 -1.51 0.77  -0.089
C 1.40 2.43 -0.32  -0.735
N -0.98 -0.17 0.39  -0.748
H 0.83 -0.50 -2.32  0.272
H -0.67 -3.41 1.13  0.245
H -2.44 -2.56 1.00  0.236
H 0.58 -1.68 0.82  0.233
H 1.85 2.15 0.70  0.261
H 0.52 2.99 -0.09  0.267
H 2.05 2.94 -1.00  0.296
H -1.96 -0.36 0.27  0.428
H -0.45 0.05 -0.67  0.463
H -0.83 0.54 1.07  0.428



Run 2
An isolated ion of composition C5H10N and charge +1. Source: the OMol25 dataset; level of theory: wB97M-V/def2-TZVPD.

- Kohn-Sham gap (eV) = 11.00
- SMILES string = C/C=C1/[NH2+][C@@H]1C
- total charge = +1
- HOMO energy (hartree) = -0.531
- LUMO energy (eV) = -3.44

Each line ends with the natural charge from an NBO analysis.
Element x y z (Å)
C 0.48 -0.38 2.86  -0.506
C -0.28 0.24 1.36  -0.104
C -0.12 0.46 0.00  0.070
N -0.96 1.10 -1.03  -0.565
C 0.36 0.46 -1.35  -0.066
C 0.28 -0.85 -2.10  -0.610
H -0.24 -0.39 3.63  0.239
H 1.07 0.50 2.92  0.231
H 1.03 -1.20 2.58  0.225
H -1.00 0.90 1.72  0.205
H -0.89 2.16 -1.29  0.461
H -1.76 0.54 -1.38  0.448
H 1.22 1.05 -1.59  0.260
H 0.82 -0.80 -3.12  0.257
H -0.87 -1.13 -2.11  0.213
H 0.81 -1.51 -1.49  0.241



List of relative energies, unit kJ/mol: run 1 0.0; run 2 39.6



Run 1
One molecule with the formula C6H14O. Source: the OMol25 dataset; level of theory: wB97M-V/def2-TZVPD.

- Kohn-Sham gap (eV) = 10.93
- SMILES string = CCCCCOC
- total charge = 0
- HOMO energy (hartree) = -0.361
- LUMO energy (eV) = 1.11

Each line ends with the natural charge from an NBO analysis.
Element x y z (Å)
C -2.71 0.56 -0.48  -0.606
C -2.36 -0.61 0.44  -0.392
C -0.96 -1.14 0.10  -0.401
C 0.23 -0.46 0.81  -0.418
C 1.35 -0.08 -0.15  -0.049
O 2.39 0.50 0.59  -0.539
C 3.41 1.03 -0.21  -0.245
H -3.69 1.00 -0.25  0.209
H -2.74 0.23 -1.53  0.200
H -1.95 1.35 -0.43  0.200
H -2.43 -0.32 1.50  0.198
H -3.11 -1.40 0.29  0.201
H -0.91 -2.22 0.26  0.207
H -0.84 -1.00 -0.98  0.191
H 0.65 -1.11 1.58  0.211
H -0.09 0.46 1.32  0.204
H 1.71 -0.97 -0.70  0.158
H 0.98 0.63 -0.91  0.156
H 3.85 0.27 -0.88  0.162
H 4.19 1.41 0.45  0.193
H 3.04 1.86 -0.84  0.162



Run 2
A 2-piece molecular cluster, C6H14O overall. Source: the OMol25 dataset; level of theory: wB97M-V/def2-TZVPD.

- Kohn-Sham gap (eV) = 8.66
- total charge = 0
- HOMO energy (hartree) = -0.307
- LUMO energy (eV) = 0.30

Each line ends with the natural charge from an NBO analysis.
Element x y z (Å)
C -1.39 2.55 -0.46  -0.248
O -0.97 1.40 0.24  -0.533
C -1.07 0.23 -0.52  -0.274
C -0.94 -0.99 0.28  0.205
C -0.62 -2.20 -0.53  -0.805
C 1.99 -0.34 0.20  -0.606
C 1.47 -0.22 1.64  -0.626
H -2.46 2.49 -0.71  0.164
H -0.82 2.69 -1.40  0.165
H -1.22 3.41 0.19  0.199
H -0.49 0.32 -1.46  0.170
H -2.13 0.05 -0.83  0.237
H -1.55 -2.79 -0.53  0.270
H 0.09 -2.82 0.02  0.259
H -0.27 -2.08 -1.57  0.181
H 2.34 0.63 -0.18  0.204
H 1.23 -0.69 -0.51  0.187
H 2.81 -1.05 0.13  0.202
H 0.64 0.48 1.70  0.235
H 2.26 0.13 2.31  0.204
H 1.09 -1.18 2.02  0.210



Run 3
One molecule with the formula C6H14O. Source: the OMol25 dataset; level of theory: wB97M-V/def2-TZVPD.

- Kohn-Sham gap (eV) = 11.13
- SMILES string = CC(C)C[C@@H](C)O
- total charge = 0
- HOMO energy (hartree) = -0.373
- LUMO energy (eV) = 0.98

Each line ends with the natural charge from an NBO analysis.
Element x y z (Å)
C 0.27 -2.00 -1.53  -0.599
C 0.62 -0.72 -0.77  -0.218
C 1.68 -1.02 0.29  -0.613
C -0.63 -0.09 -0.13  -0.407
C -0.52 1.40 0.22  0.106
C -1.62 1.83 1.18  -0.636
O 0.76 1.67 0.79  -0.733
H 1.18 -2.45 -1.96  0.208
H -0.43 -1.82 -2.36  0.203
H -0.18 -2.74 -0.86  0.199
H 1.04 0.00 -1.49  0.196
H 2.58 -1.47 -0.16  0.200
H 1.28 -1.74 1.02  0.192
H 1.96 -0.12 0.82  0.241
H -0.89 -0.67 0.77  0.195
H -1.49 -0.19 -0.82  0.206
H -0.61 1.97 -0.72  0.153
H -1.47 1.32 2.14  0.209
H -2.61 1.57 0.80  0.220
H -1.59 2.91 1.34  0.205
H 0.66 2.37 1.44  0.471



Run 4
One molecule with the formula C6H14O. Source: the OMol25 dataset; level of theory: wB97M-V/def2-TZVPD.

- Kohn-Sham gap (eV) = 10.49
- SMILES string = COCC(C)(C)C
- total charge = 0
- HOMO energy (hartree) = -0.352
- LUMO energy (eV) = 0.91

Each line ends with the natural charge from an NBO analysis.
Element x y z (Å)
C 0.38 -1.37 -2.32  -0.241
O -0.60 -1.12 -1.34  -0.552
C -0.16 -1.08 0.00  -0.053
C -0.12 0.34 0.60  -0.085
C -0.04 0.21 2.12  -0.605
C 1.10 1.13 0.11  -0.607
C -1.40 1.08 0.19  -0.607
H 0.93 -2.30 -2.12  0.164
H 1.10 -0.54 -2.40  0.162
H -0.15 -1.46 -3.27  0.193
H 0.82 -1.55 0.11  0.168
H -0.89 -1.67 0.58  0.181
H -0.93 -0.30 2.52  0.208
H 0.02 1.20 2.60  0.212
H 0.84 -0.36 2.43  0.206
H 1.11 1.24 -0.98  0.208
H 2.04 0.64 0.41  0.205
H 1.11 2.14 0.54  0.209
H -1.46 1.14 -0.90  0.223
H -1.41 2.10 0.60  0.204
H -2.29 0.55 0.55  0.207



List of relative energies, unit kJ/mol: run 1 59.5; run 2 433.8; run 3 0.0; run 4 39.9



Run 1
C4H3ClN2S as an isolated structure. Source: the OMol25 dataset; level of theory: wB97M-V/def2-TZVPD.

- Kohn-Sham gap (eV) = 7.72
- total charge = 0
- HOMO energy (hartree) = -0.328
- LUMO energy (eV) = -1.20

Each line ends with the natural charge from an NBO analysis.
Element x y z (Å)
C -0.91 0.43 -1.35  -0.279
C -0.23 -0.38 -0.53  -0.015
C 0.31 0.09 0.76  -0.292
C 1.10 -0.96 1.22  -0.024
H -1.44 2.52 0.44  0.160
H -1.13 0.10 -2.39  0.243
H 0.43 1.15 1.20  0.253
N 0.77 -2.16 0.27  -0.121
N 0.12 -1.83 -0.69  -0.103
S -1.21 2.19 -1.32  0.043
Cl 2.19 -1.16 2.40  0.135



Run 2
One molecule with the formula C4H3ClN2S. Source: the OMol25 dataset; level of theory: wB97M-V/def2-TZVPD.

- Kohn-Sham gap (eV) = 8.13
- SMILES string = S/C=C1\N=CN=C1Cl
- total charge = 0
- HOMO energy (hartree) = -0.338
- LUMO energy (eV) = -1.06

Each line ends with the natural charge from an NBO analysis.
Element x y z (Å)
S 2.71 -0.56 -0.03  0.157
C 1.02 -0.92 0.06  -0.224
C 0.01 0.02 0.07  -0.061
N 0.21 1.41 0.01  -0.450
C -1.01 1.90 -0.01  0.217
N -2.05 0.94 0.00  -0.468
C -1.43 -0.19 0.00  0.212
Cl -2.18 -1.75 -0.02  0.035
H 3.19 -1.84 -0.07  0.137
H 0.72 -1.98 0.14  0.245
H -1.17 2.96 -0.14  0.202



List of relative energies, unit kJ/mol: run 1 338.4; run 2 0.0



Run 1
One molecule with the formula C4H7NO. Source: the OMol25 dataset; level of theory: wB97M-V/def2-TZVPD.

- Kohn-Sham gap (eV) = 10.45
- SMILES string = CC1=NCCO1
- total charge = 0
- HOMO energy (hartree) = -0.345
- LUMO energy (eV) = 1.04

Each line ends with the natural charge from an NBO analysis.
Element x y z (Å)
C -0.94 0.10 -1.93  -0.669
C -0.23 -0.08 -0.63  0.548
N 0.04 -1.18 -0.06  -0.482
C 0.59 -0.84 1.25  -0.275
C 0.86 0.68 1.16  -0.096
O 0.11 1.08 0.01  -0.501
H -1.89 0.61 -1.75  0.234
H -1.13 -0.88 -2.36  0.240
H -0.35 0.71 -2.62  0.232
H -0.16 -1.09 2.02  0.194
H 1.49 -1.42 1.49  0.205
H 1.91 0.92 0.98  0.178
H 0.51 1.24 2.03  0.193



Run 2
C4H7NO as an isolated structure. Source: the OMol25 dataset; level of theory: wB97M-V/def2-TZVPD.

- Kohn-Sham gap (eV) = 10.13
- total charge = 0
- HOMO energy (hartree) = -0.337
- LUMO energy (eV) = 0.95

Each line ends with the natural charge from an NBO analysis.
Element x y z (Å)
C -1.53 -1.37 -0.78  -0.595
C -0.29 -0.47 0.54  0.704
O -0.46 -0.70 1.68  -0.511
C -0.32 -0.28 -0.74  -0.548
C 1.42 1.94 0.48  -0.036
N 2.08 0.86 0.58  -0.607
H -1.31 -2.39 -0.40  0.206
H -1.67 -1.40 -1.85  0.233
H -2.46 -1.05 -0.30  0.223
H 0.52 -0.33 -1.42  0.278
H 0.61 2.25 1.16  0.154
H 1.66 2.63 -0.33  0.163
H 1.74 0.32 1.38  0.335



List of relative energies, unit kJ/mol: run 1 0.0; run 2 277.2